59
Properties=species:S:1:pos:R:3:mulliken_spin:R:1 method="wB97M-V/def2-TZVPD" gap_ev="4.2 / 4.7" relative_energy_kcal_mol=15.1 spin_multiplicity=2 total_charge=-2 max_force_ev_per_a=3.81
Mg 1.4408 0.6017 -0.6254 -0.011
C 3.7102 -1.9544 2.2188 0.003
C 3.3300 -1.2909 1.0555 0.016
N 2.3239 -0.4305 1.0373 0.004
C 1.5956 -0.1983 2.2015 0.004
C 1.9558 -0.8251 3.4662 -0.006
C 3.0235 -1.7264 3.4089 0.005
C 1.1008 -0.5540 4.5931 -0.001
C 0.0013 0.2283 4.4877 0.000
C -0.4224 0.7385 3.2451 0.001
C 0.2582 0.4606 2.0046 -0.010
N -0.1678 0.8132 0.7897 0.002
C -1.5139 1.1726 0.5329 0.001
C -1.8227 2.1381 -0.3743 0.000
C -3.1092 2.2074 -0.9039 0.000
C -4.1811 1.4024 -0.4169 0.000
C -3.9117 0.5834 0.6700 0.001
C -4.9322 -0.1405 1.3460 0.000
C -4.5467 -1.1668 2.2042 0.000
C -3.1614 -1.3817 2.4538 0.000
N -2.2113 -0.7040 1.8217 0.000
C -2.5723 0.3588 1.0629 -0.001
H 4.5697 -2.6694 2.2275 -0.003
H 3.7859 -1.5161 0.1016 -0.008
H 3.3623 -2.3151 4.2718 -0.001
H 1.4190 -1.1123 5.4787 0.000
H -0.6544 0.3564 5.3558 0.000
H -1.3706 1.2650 3.1544 0.000
H -1.0179 2.7327 -0.7901 0.000
H -3.4210 2.9438 -1.6413 0.000
H -5.2092 1.5362 -0.7572 0.000
H -5.9774 0.0609 1.0947 0.000
H -5.2482 -1.6950 2.8194 0.000
H -2.8860 -2.1241 3.1711 0.000
S 6.1060 0.5501 -0.7213 0.229
S 7.3188 -0.3506 0.4763 0.239
S 6.5018 1.2820 2.1512 0.271
S 5.2560 1.9220 0.8517 0.251
F 2.5231 2.4422 -0.6447 0.007
P 2.4860 2.8423 -2.3029 0.000
F 1.4473 4.0027 -2.1431 0.000
F 3.7479 3.8159 -2.1624 0.001
F 2.3627 2.9230 -3.9473 0.000
F 1.1858 1.7301 -2.3682 0.000
F 3.5284 1.5299 -2.4607 0.002
Br -4.1407 -1.1065 -5.5887 0.000
C -2.5962 -1.3093 -4.5356 0.000
C -2.6245 -2.2244 -3.4867 0.000
C -1.5409 -2.2289 -2.6084 0.000
C -0.3669 -1.4407 -2.8014 0.000
C -0.3404 -0.5605 -3.8925 0.000
C -1.4969 -0.4577 -4.7599 0.000
C 0.7929 -1.8287 -1.9539 0.001
O 0.6870 -2.9528 -1.4278 0.000
O 1.7586 -1.0106 -1.7843 0.004
H -3.4811 -2.8907 -3.3227 0.000
H -1.6142 -2.8574 -1.7250 0.000
H 0.5036 0.1399 -4.0340 0.000
H -1.5437 0.2431 -5.5736 0.000